Entry 1:
Entry from the OMol25 dataset: C19H15ClN4O4SbSe4Y as an isolated structure (the ωB97M-V functional and the def2-TZVPD basis).

As for the calculated total energy: -315590.98362 eV. The value obtained for the orbital gap is 6.6 eV. Its LUMO energy is -0.57 eV. The calculation puts the energy relative to the best compared isomer or geometry (same formula, charge and spin) at 27.8 kcal per mole.

Structure (ORCA input):
```
! RIJCOSX wB97M-V def2-TZVPD def2/J DEFGRID3
* xyz 0 1
C -5.63477 1.29436 -0.45049
H -1.81223 4.66303 1.46789
H -0.91238 -1.08548 -4.73421
H 1.12696 0.40482 -5.06546
H 2.78055 1.83836 -0.19846
Cl -4.23963 4.27232 -1.11976
C -3.00169 -0.61395 0.69972
H 1.33340 4.59287 -2.34689
Se 0.56599 -2.65543 -0.39616
C 0.79839 5.55329 -0.50662
N -0.03753 0.21356 -1.99738
C 0.62298 0.25523 -4.13021
H 3.23561 -0.66840 0.66691
H -0.52478 2.94645 -2.22693
H 1.69133 1.35850 -2.55724
Y 0.06921 0.03823 0.44384
C -3.11314 0.81471 0.21372
C -0.38480 3.68497 -1.44788
H 0.49879 1.23602 3.44968
H 1.60516 6.27029 -0.56091
Se 1.83608 -3.80928 1.17715
C 1.44813 1.99807 1.58254
H 1.85040 -1.03153 2.91441
H -5.28170 -0.54968 0.04868
C -1.11807 4.66617 0.63967
O -1.85682 -0.90022 1.19621
C 2.35285 1.38132 0.68363
C -4.18346 1.60294 -0.25454
C -0.08782 5.58822 0.56373
O -6.38952 2.15612 -0.81508
C -3.58922 2.82680 -0.53361
C 0.88901 0.72066 -2.88358
N -0.47811 -0.55219 -4.00091
N -1.97628 1.50171 0.20252
C 1.15615 1.06865 2.60752
C -1.24716 3.72296 -0.36606
O -6.02131 0.04799 -0.24530
N -2.27168 2.72767 -0.26314
C 0.64915 4.60716 -1.51032
C 1.87203 -0.11854 2.33459
H 0.02749 6.32773 1.34342
H -1.67826 -1.12252 -2.33461
C 2.61036 0.07289 1.14689
C -0.84213 -0.55312 -2.71226
Sb 2.84638 -4.92740 -1.10778
Se 2.33200 -2.33042 -1.89754
Se 5.18621 -5.01289 -0.79583
O -3.95192 -1.37251 0.56139
H 1.06352 3.00573 1.50642
*
```

Atom charges from the natural (NBO) analysis, given in e for atoms 1 to 5: number 1, C, carries 0.79; number 2, H, carries 0.23; number 3, H, carries 0.44; number 4, H, carries 0.24; number 5, H, carries 0.23

Entry 2:
Entry from the OMol25 dataset: a 4-piece molecular cluster, C12H14Cl3N2 overall in a non-equilibrium geometry (the ωB97M-V functional and the def2-TZVPD basis).

As for the calculated total energy: -53220.76842 eV. The value obtained for the orbital gap is 7.7 eV. Its LUMO energy is 2.83 eV. The calculation puts the energy relative to the best compared isomer or geometry (same formula, charge and spin) at 4.6 kcal per mole.

Structure (ORCA input):
```
! RIJCOSX wB97M-V def2-TZVPD def2/J DEFGRID3
* xyz -1 1
H -1.73424 -11.34901 4.27052
C -5.01532 -10.84934 4.85700
N -4.96512 -9.77615 5.73501
H -0.56812 -14.82511 -0.87027
H -3.97588 -12.16986 3.51870
H 1.05946 -13.29469 0.47516
C -2.64349 -10.97611 4.71841
H 4.15391 -15.14130 -1.80309
H -1.56189 -9.65237 6.01439
H -6.00801 -11.18894 4.60081
Cl 4.30895 -13.61016 2.89366
C 2.72009 -14.13988 -0.47605
H 3.40601 -13.48939 0.04622
C -3.71298 -9.40961 6.19106
N 0.86558 -15.66176 -1.99181
C 1.37356 -14.03448 -0.24625
H 0.59999 -13.17691 3.53777
Cl 1.71392 -14.68212 4.78387
C 2.14486 -15.77867 -2.21504
H 2.46535 -16.45021 -2.99780
C -2.53442 -10.01991 5.72199
H 1.53992 -14.33502 2.47038
C -3.86125 -11.42651 4.29374
H 2.54317 -12.09000 2.38225
C 2.73615 -12.75101 3.22720
H -3.55783 -8.53865 6.81054
C 0.49892 -14.79174 -1.03370
C 1.54155 -13.69354 3.35162
Cl -0.64027 -11.35166 1.57635
C 3.12025 -15.06339 -1.49995
H 2.88247 -12.10894 4.09578
*
```

Atom charges from the natural (NBO) analysis, given in e for atoms 1 to 5: number 1, H, carries 0.26; number 2, C, carries 0.02; number 3, N, carries -0.45; number 4, H, carries 0.20; number 5, H, carries 0.23

Entry 3:
Entry from the OMol25 dataset: a 3-piece molecular cluster, C17H20BrCl2O4PS2 overall in a non-equilibrium geometry (the ωB97M-V functional and the def2-TZVPD basis).

As for the calculated total energy: -152188.92125 eV. The value obtained for the orbital gap is 9.5 eV. Its LUMO energy is 0.23 eV.

Structure (ORCA input):
```
! RIJCOSX wB97M-V def2-TZVPD def2/J DEFGRID3
* xyz 0 1
H 7.62412 -3.15139 0.27318
C -0.37361 0.55074 -0.32099
H 7.58471 -4.76960 2.13848
C -1.79451 0.51496 3.00301
C 5.48913 -2.97430 0.17883
H -5.10534 5.93893 -2.75549
H -3.42483 -0.35838 4.10848
C 6.67866 -3.47267 0.69057
C -2.01625 3.97925 -3.97891
H -3.54330 -0.53026 2.34756
Cl 0.82943 1.10980 2.36965
O -1.05382 0.04749 -1.45028
H 1.35264 -1.75785 1.59205
H -2.81671 2.32814 -2.86563
H -2.17752 1.40967 2.53528
H 5.50577 -2.26265 -0.63655
C -3.30498 6.00712 -3.91849
C -0.54784 -0.01279 2.29019
H -0.20093 -0.86858 2.86008
P 0.34699 -1.99934 0.64134
H -1.14738 3.43009 -4.31853
C 4.27637 -3.38944 0.71033
H -0.53391 -2.92626 1.21560
C 6.65665 -4.38380 1.73719
Cl -1.27188 1.03187 4.65072
C 5.44484 -4.80124 2.26840
O -3.51602 0.03832 -1.23596
C 4.25560 -4.30469 1.75367
H 5.42755 -5.51447 3.08228
H -3.44256 7.03940 -4.21326
C -4.06414 4.06406 -2.72370
H 3.30992 -4.63575 2.16527
C -0.72030 -0.43731 0.80398
H -1.46655 5.78371 -4.99984
H 3.34856 -2.99969 0.30891
H -4.79363 3.57837 -2.08832
C -4.23935 5.38850 -3.09985
Br -1.07088 2.34313 -0.07686
C -2.19399 5.30197 -4.35930
S -2.37144 -0.75770 -1.07437
O -2.05488 -0.82631 0.49485
O -2.32672 -2.02851 -1.65316
H 0.68501 0.52060 -0.54035
S 1.01931 -2.49107 -1.09847
C -2.95206 3.36007 -3.16257
C -2.87777 -0.54136 3.19612
H -2.43865 -1.53498 3.22373
*
```

Atom charges from the natural (NBO) analysis, given in e for atoms 1 to 5: number 1, H, carries 0.21; number 2, C, carries 0.01; number 3, H, carries 0.21; number 4, C, carries -0.19; number 5, C, carries -0.21

Entry 4:
Entry from the OMol25 dataset: C55H54AsF6O21Sn as an isolated structure in a non-equilibrium geometry (the ωB97M-V functional and the def2-TZVPD basis).

As for the calculated total energy: -183885.22418 eV. The value obtained for the orbital gap is 5.3 eV. Its LUMO energy is 0.67 eV.

Structure (ORCA input):
```
! RIJCOSX wB97M-V def2-TZVPD def2/J DEFGRID3
* xyz -1 1
H 2.64120 -4.82030 0.27641
C 1.49345 2.31241 2.21669
H -0.46585 5.71639 -0.57863
H 4.39028 -0.98621 -7.44550
O 0.68003 -5.59123 6.19620
H -3.33686 1.68448 3.37433
H -3.19819 -4.65691 5.42860
H 0.28237 -4.69151 1.79258
O 6.95053 -5.30260 1.18465
O 3.88636 -1.65571 -6.97707
H 1.44471 3.61731 -4.65971
F -5.59220 2.35515 1.27818
H -5.35271 -1.04560 2.69466
C -0.42164 -3.37072 -1.35147
O -0.71894 2.98266 -0.83467
H 1.95056 1.39424 1.87842
C -3.81213 -1.99148 1.62207
O 1.43219 6.42327 -4.50951
C -2.53231 -0.81105 5.27669
C 6.28270 -3.48471 -0.20556
C -4.71738 -2.72779 3.76039
O -3.00565 1.15705 -2.04290
C 2.39231 -0.15041 -6.12783
C 0.08345 2.52063 2.43066
C 3.11594 0.87303 -1.65266
C 0.52350 3.30719 -2.81535
O -0.65356 -4.55329 -1.68384
C 4.70397 -5.05428 0.76856
C 0.58320 -4.28579 2.74719
C 3.86780 0.19457 -2.66114
C 3.94232 2.96404 -2.51342
C -2.98536 -1.43341 6.41957
C -2.90426 -3.01065 1.57247
H 7.31373 -3.24616 -0.42113
F -4.89143 4.84142 1.17610
H 0.88322 -1.42771 4.63886
H -4.57939 -0.60029 0.43684
H 4.38204 -5.87087 1.39780
C -2.89204 1.40641 -3.36984
O 2.56484 5.73056 2.69915
H -1.47221 3.88106 2.97370
H -2.24545 -3.05142 0.71766
H 0.40451 -2.47755 1.17059
O 5.23366 3.01743 -4.50016
C -2.34791 2.94328 -5.18042
O -0.67395 1.43723 2.39950
H 0.47746 7.06888 -2.39184
F -4.61593 3.23144 -0.87155
H 6.70553 -5.59761 2.06473
H 0.80533 1.15063 -5.27886
C 3.64504 -4.45211 0.12435
H 5.20442 0.42526 -4.31227
O -3.75465 -1.02930 0.67626
C 0.39736 4.78130 2.86012
O 0.47938 -1.98191 1.98933
H 3.76273 4.02612 -2.43500
H -2.53461 -2.25427 6.95757
O 2.87808 -2.56928 -1.25656
H 3.92787 -0.88111 -2.73664
O -0.11515 -0.43646 -3.47264
C -2.94055 -3.93582 2.63517
H -3.85949 1.45099 -1.71708
Sn -0.73119 0.04965 -0.24452
C 0.65801 -2.86901 3.02385
C -4.72944 -1.92665 2.65338
H -5.08955 1.35107 4.86053
C -4.27509 -1.10765 6.98755
C -2.66302 0.58166 -5.61318
C -3.80389 -3.73925 3.69588
C 0.81540 -4.73349 5.11012
H 5.44793 -2.08984 -1.56987
C 1.75526 4.60820 2.73116
H 2.93920 -3.33347 -5.12045
O 0.32716 -2.95058 -0.48204
C -2.46222 1.87747 -6.12651
C 5.97973 -4.59649 0.56507
H -3.06831 -0.66122 -3.87329
C -2.66033 2.72263 -3.83895
H -2.10235 1.35020 -7.99623
C -3.36129 0.14179 4.68822
O -2.26043 2.11863 -7.44294
C 5.20380 -2.85699 -0.84995
O 2.29324 0.12631 -0.79022
C 0.83455 -2.46901 4.35653
H 1.09135 -3.06738 6.37771
C 2.93630 -1.39799 -6.04192
H 3.41784 3.32331 2.42450
C 0.93798 5.48541 -3.60810
As -4.08544 3.29035 0.86717
C 0.86351 -0.79911 -4.39840
H -0.01097 5.77962 2.91517
H 2.18080 6.58515 2.48994
C -3.00160 0.34505 -4.25978
H 2.82645 0.56662 -6.80884
O -1.15178 -2.57231 -1.97013
H -1.30049 1.39645 3.12572
H 0.50387 -6.24314 3.62875
H 4.52520 3.63028 -4.71019
C -4.97379 -0.06741 6.47989
C 1.45431 -2.02025 -4.32984
C 3.21701 2.23627 -1.55158
H -3.88204 -1.75466 8.65688
C 3.91312 -3.28634 -0.70720
H 0.98428 -2.74806 -3.68504
H 0.99474 7.27154 -4.40615
C 2.34066 3.36395 2.49108
C -0.13138 5.21502 -1.47482
F -3.15248 1.77096 0.53931
H -2.08041 3.90889 -5.58346
H -1.36361 3.47804 -0.32418
C 4.58135 0.93686 -3.59364
O -4.67012 -1.71779 8.10992
C 0.98192 -3.43812 5.36926
H -2.49240 3.57309 -3.19481
H -1.59447 -1.10702 4.83030
H 2.52010 -0.78381 -0.99471
C 1.06617 4.10419 -3.77312
C -0.09611 3.85857 -1.68345
H -5.80978 0.32784 7.03785
H -2.54512 -0.22950 -6.31639
F -2.66603 4.26009 0.26133
O -2.90540 0.86368 3.62279
H 2.73060 2.75052 -0.73590
H -2.36236 -4.84801 2.63080
H 0.38059 2.25701 -3.02292
C 4.59223 2.35039 -3.56330
C -4.58894 0.47044 5.23508
C 1.27569 0.17979 -5.33026
C 0.73829 -5.20706 3.82371
C 2.47766 -2.35746 -5.14868
H 0.62294 -6.50929 5.92140
O -3.74390 -4.74415 4.64363
H 1.96576 -2.80904 -1.07822
C 0.47827 5.99029 -2.44685
C -0.42874 3.71554 2.74973
H -0.56996 -1.21964 -3.15424
H -5.47678 -2.61089 4.51937
F -3.65435 3.20036 2.58787
*
```

Atom charges from the Mulliken analysis, given in e for atoms 1 to 5: number 1, H, carries 0.44; number 2, C, carries -0.21; number 3, H, carries 0.47; number 4, H, carries 0.33; number 5, O, carries -0.58

Entry 5:
Entry from the OMol25 dataset: a 2-piece molecular cluster, C11H21NSi overall in a non-equilibrium geometry (the ωB97M-V functional and the def2-TZVPD basis).

As for the calculated total energy: -21111.21887 eV. The value obtained for the orbital gap (alpha / beta) is 7.2 / 7.5 eV. Its LUMO energy (alpha / beta) is 0.68 / 0.35 eV. The calculation puts the energy relative to the best compared isomer or geometry (same formula, charge and spin) at 125.0 kcal per mole.

Structure (ORCA input):
```
! RIJCOSX wB97M-V def2-TZVPD def2/J DEFGRID3
* xyz 0 1
H 2.77845 -0.18865 1.86758
C -1.32572 -0.52396 0.33946
C 1.68351 2.31902 1.56452
H -1.24846 -0.87163 2.44795
H 0.05702 2.53046 -1.88058
C 3.79853 -1.74960 -0.83862
H 1.05356 1.28463 -2.50289
C 2.88156 -0.76595 -1.18022
N 2.47768 -0.09122 -0.07953
C -2.18689 0.06806 -0.73621
H -4.10041 -0.17362 -1.54708
H 4.37805 -2.45097 1.33004
C -3.61486 -0.57756 -0.71971
H -2.36603 1.07564 -0.57727
H -2.91600 -0.87704 1.81029
C 1.02057 2.03770 -1.82336
H -1.45910 -2.64121 -0.43609
H -3.47172 -1.60291 -0.74951
H 1.75821 2.76736 -2.15564
H -0.25145 -2.44922 0.49339
C -0.73475 -1.83878 -0.13264
H -1.90710 -0.25705 -1.76942
C 3.06067 -0.69200 0.99878
H 1.71058 1.59968 2.32068
H -0.15790 -1.75640 -0.96568
H -1.84979 0.67175 2.09062
H 4.39204 -2.43674 -1.36341
H -4.17239 -0.05147 0.16201
H 2.60476 2.75489 1.49329
C 3.79458 -1.76092 0.59115
H 0.95676 3.11699 1.57538
C -1.92242 -0.37898 1.72954
H 2.49636 -0.35422 -2.16043
Si 1.33236 1.28724 -0.04545
*
```

Atom charges from the natural (NBO) analysis, given in e for atoms 1 to 5: number 1, H, carries 0.20; number 2, C, carries 0.08; number 3, C, carries -1.07; number 4, H, carries 0.22; number 5, H, carries 0.25

Entry 6:
Entry from the OMol25 dataset: CH6F3O14P2SZr as an isolated structure in a non-equilibrium geometry (the ωB97M-V functional and the def2-TZVPD basis).

As for the calculated total energy: -68650.41348 eV. The value obtained for the orbital gap is 3.1 eV. Its LUMO energy is 6.83 eV.

Structure (ORCA input):
```
! RIJCOSX wB97M-V def2-TZVPD def2/J DEFGRID3
* xyz -3 1
H -1.28903 0.66122 -2.63559
O -2.77325 -1.02353 0.63844
H -0.19263 -1.66835 2.36380
F 3.87690 2.06944 1.36080
H -3.46239 -0.37957 0.84374
O -1.34278 1.00250 0.07911
O 0.37655 -2.20164 -1.42004
S 2.54561 0.03411 0.27043
H -3.08033 -1.86512 0.98961
C 3.10986 1.86139 0.28074
O -0.49579 0.20027 -2.33724
O -0.35802 -0.84096 1.90385
P -1.54945 2.52050 0.47488
O -1.20981 3.58954 -0.60455
O -3.00950 2.93755 0.82817
O 1.16819 0.06503 -0.22441
O -0.77441 3.07325 1.72677
O -0.07762 -4.57141 -1.78123
F 3.90838 2.08285 -0.77305
H 0.12558 -0.16280 2.39321
O -0.54175 -2.90066 0.36997
O -1.78359 -2.34534 -1.58418
Zr -0.83614 -0.88879 -0.40268
F 2.06109 2.64126 0.24024
P -0.67637 -3.36523 -1.14295
H 0.21221 0.52820 -2.89296
O 3.46800 -0.64177 -0.61825
O 2.60051 -0.41194 1.65338
*
```

Atom charges from the natural (NBO) analysis, given in e for atoms 1 to 5: number 1, H, carries 0.50; number 2, O, carries -0.91; number 3, H, carries 0.49; number 4, F, carries -0.34; number 5, H, carries 0.53

Q: What is the formula in the second record?
A: C12H14Cl3N2

Q: Look up the calculated total energy of the fifth one.
A: -21111.21887 eV

Q: Which of these has the lowest calculated total energy?
A: C19H15ClN4O4SbSe4Y

Q: Among the records above, which one has the lowest calculated total energy?
A: C19H15ClN4O4SbSe4Y